[1]
This record from the Open Molecules 2025 dataset describes a 2-piece molecular cluster, C4H12 overall at a distorted geometry. The level of theory is ωB97M-V with the def2-TZVPD basis set.

Structure (XYZ):
```
16
Properties=species:S:1:pos:R:3:forces:R:3:lowdin_charge:R:1
C 0.1334 -0.0464 -3.1599 -1.43 3.01 1.42 -0.132
C -0.5042 -0.0851 -1.6630 5.26 -5.81 -2.76 -0.125
H -0.1414 -0.9021 -3.7528 0.19 -0.27 -0.07 0.042
H -0.2260 0.9036 -3.6804 0.21 -1.33 0.41 0.071
H 1.1922 0.1390 -3.0469 0.34 -0.52 -0.30 0.039
H 0.3821 -0.3617 -0.9956 -1.20 0.74 -0.68 0.063
H -0.9669 0.6970 -1.3004 -2.50 3.99 1.45 -0.010
H -1.0463 -1.0223 -1.6543 -0.86 0.21 0.36 0.055
C 0.0578 0.2458 1.7016 0.54 0.97 -0.06 -0.205
C 0.1692 -0.1809 3.1598 0.92 2.40 0.00 -0.164
H -0.8266 0.7853 1.4377 -1.28 -0.42 -0.09 0.051
H 0.7629 1.0439 1.3807 0.39 -0.72 0.66 0.081
H 0.2449 -0.6018 1.0809 -0.23 -0.43 -0.68 0.033
H 1.2313 -0.4349 3.2451 -0.36 -0.72 0.59 0.062
H -0.5469 -0.9396 3.4728 0.29 0.02 -0.03 0.063
H 0.0845 0.7602 3.7749 -0.27 -1.11 -0.19 0.076
```
Positions in Å, forces in eV/Å.

Calculated values
LUMO	1.12	eV
SMILES	CC.CC
HOMO-LUMO gap	12.49	eV
M	60.14	g mol⁻¹

=====

[2]
This record from the Open Molecules 2025 dataset describes one molecule with the formula C4H3ClS2 at a distorted geometry. The level of theory is ωB97M-V with the def2-TZVPD basis set.

Structure (XYZ):
```
10
Properties=species:S:1:pos:R:3:forces:R:3:lowdin_charge:R:1
S -1.7130 2.2099 -0.6106 2.84 -0.09 0.02 0.663
C -0.0561 1.9951 -0.6138 -1.69 -2.67 0.29 -0.597
C 0.5943 0.5373 -0.0839 1.53 4.02 0.32 -0.790
S 2.1929 0.6670 0.3349 -1.20 -0.25 -0.43 0.710
C -0.2347 -0.5956 0.1096 -3.33 0.13 -2.52 -0.361
C 0.0739 -1.7914 0.5836 0.67 -2.73 3.20 -0.463
Cl -1.1811 -3.1050 0.2395 1.66 1.30 0.68 0.495
H 0.6870 2.7239 -1.0115 -0.52 -0.64 0.59 0.041
H -1.3134 -0.4955 -0.4442 2.73 -0.32 1.38 0.120
H 0.9503 -2.1458 1.4963 -2.69 1.24 -3.52 0.182
```
Positions in Å, forces in eV/Å.

Calculated values
LUMO	-2.03	eV
SMILES	S=CC(=S)/C=C/Cl
HOMO-LUMO gap	6.99	eV
M	150.66	g mol⁻¹

=====

[3]
This record from the Open Molecules 2025 dataset describes an isolated ion of composition C14H26N3O5S and charge +1 at a distorted geometry. The level of theory is ωB97M-V with the def2-TZVPD basis set.

Structure (XYZ):
```
49
Properties=species:S:1:pos:R:3:forces:R:3:lowdin_charge:R:1
C 0.1072 -3.3022 1.0007 0.10 0.01 -0.34 0.023
C -1.2913 -3.2227 1.5273 -0.89 -1.16 1.97 -0.494
O -1.6568 -3.9488 2.4354 0.35 1.07 -1.46 0.133
O -2.1386 -2.2877 0.9869 0.86 -0.01 -0.52 -0.070
C -3.1911 -2.8933 0.2040 0.08 0.04 -0.10 -0.153
C -3.8202 -1.9033 -0.7520 -0.15 0.06 0.60 -0.153
C -3.9919 -0.5066 -0.1589 0.04 0.31 -0.66 -0.162
C -2.9485 0.5519 -0.5752 -0.41 0.27 0.47 -0.157
C -2.0138 0.8333 0.5866 0.24 -0.20 -0.25 -0.088
N -0.7685 1.5838 0.2452 -0.53 -0.42 0.02 0.044
C -0.4302 2.6940 0.9283 0.45 0.24 -0.18 -0.047
N 0.6900 3.1909 0.4991 0.04 0.49 0.35 0.185
N 1.0769 2.3766 -0.4687 0.19 -0.66 -1.04 -0.060
C 2.3487 2.6711 -1.1490 0.09 0.64 0.92 -0.075
C 3.4896 2.7090 -0.1457 0.58 -0.56 0.11 -0.146
C 3.9702 1.3577 0.4105 -0.54 0.13 0.04 -0.159
C 3.4602 1.0144 1.7931 -0.02 -0.71 0.00 -0.230
O 2.0418 0.8261 1.8362 -0.17 0.45 -0.14 -0.065
C 0.2106 1.3874 -0.6617 0.00 -0.18 0.88 -0.180
S 0.2443 0.0356 -1.8614 0.16 -0.48 -1.61 0.661
C 1.8750 -0.6560 -1.9369 -0.12 0.35 0.55 -0.104
O -0.6202 -1.0009 -1.4265 -0.12 -0.39 1.11 -0.261
O -0.0555 0.6592 -3.1036 0.24 0.72 -0.31 -0.245
H 0.1718 -3.2138 -0.0765 -0.21 0.17 -0.24 0.072
H 0.7442 -2.5431 1.4409 0.00 0.31 0.18 0.078
H 0.5061 -4.2602 1.2899 0.14 -0.27 0.18 0.092
H -3.9327 -3.2616 0.8975 -0.19 -0.25 0.20 0.131
H -2.7729 -3.7179 -0.3671 0.02 -0.28 0.05 0.135
H -4.8142 -2.2991 -0.9250 -0.24 -0.14 -0.21 0.118
H -3.3352 -1.8747 -1.7192 0.33 0.09 -0.11 0.113
H -4.0610 -0.5483 0.9230 0.01 -0.09 0.26 0.121
H -4.9459 -0.1257 -0.4963 -0.30 0.06 -0.04 0.112
H -2.4263 0.3169 -1.4885 -0.03 -0.32 -0.13 0.085
H -3.5022 1.4636 -0.7674 0.02 0.34 -0.15 0.117
H -2.5319 1.4825 1.2752 -0.05 0.22 0.31 0.131
H -1.7422 -0.0575 1.1393 0.22 -0.28 -0.20 0.122
H -1.0002 3.1088 1.7283 -0.29 0.12 0.24 0.156
H 2.5179 1.9917 -1.9646 -0.15 -0.23 -0.21 0.108
H 2.2353 3.6743 -1.5322 -0.16 0.20 -0.37 0.140
H 4.3211 3.1746 -0.6591 0.16 0.21 -0.19 0.121
H 3.2405 3.3582 0.6841 -0.20 0.28 0.06 0.116
H 3.6487 0.5574 -0.2467 0.04 -0.27 -0.28 0.084
H 5.0502 1.3003 0.4328 0.33 0.15 -0.01 0.121
H 3.9122 0.0785 2.1100 0.31 -0.11 0.11 0.122
H 3.7324 1.7500 2.5371 -0.16 0.38 0.09 0.126
H 1.8640 -0.0404 1.4683 -0.04 -0.25 0.11 0.065
H 2.6050 0.0475 -2.3016 0.15 0.17 -0.03 0.059
H 2.1209 -1.0520 -0.9617 0.19 -0.06 0.24 0.067
H 1.8063 -1.4794 -2.6342 -0.34 -0.18 -0.26 0.094
```
Positions in Å, forces in eV/Å.

Calculated values
total charge	+1
LUMO	-3.59	eV
SMILES	CC(=O)OCCCCCn1cn[n+](CCCCO)c1S(C)(=O)=O
HOMO-LUMO gap	9.22	eV
M	348.44	g mol⁻¹

=====

Repeat the second record exactly.
This record from the Open Molecules 2025 dataset describes one molecule with the formula C4H3ClS2 at a distorted geometry. The level of theory is ωB97M-V with the def2-TZVPD basis set.

Structure (XYZ):
```
10
Properties=species:S:1:pos:R:3:forces:R:3:lowdin_charge:R:1
S -1.7130 2.2099 -0.6106 2.84 -0.09 0.02 0.663
C -0.0561 1.9951 -0.6138 -1.69 -2.67 0.29 -0.597
C 0.5943 0.5373 -0.0839 1.53 4.02 0.32 -0.790
S 2.1929 0.6670 0.3349 -1.20 -0.25 -0.43 0.710
C -0.2347 -0.5956 0.1096 -3.33 0.13 -2.52 -0.361
C 0.0739 -1.7914 0.5836 0.67 -2.73 3.20 -0.463
Cl -1.1811 -3.1050 0.2395 1.66 1.30 0.68 0.495
H 0.6870 2.7239 -1.0115 -0.52 -0.64 0.59 0.041
H -1.3134 -0.4955 -0.4442 2.73 -0.32 1.38 0.120
H 0.9503 -2.1458 1.4963 -2.69 1.24 -3.52 0.182
```
Positions in Å, forces in eV/Å.

Calculated values
LUMO	-2.03	eV
SMILES	S=CC(=S)/C=C/Cl
HOMO-LUMO gap	6.99	eV
M	150.66	g mol⁻¹